# 1
{"formula": "C19H23N3O2", "method": "ωB97M-V with the def2-TZVPD basis set", "species": ["C", "N", "C", "C", "N", "C", "O", "C", "C", "C", "C", "O", "C", "C", "C", "C", "C", "C", "C", "C", "C", "C", "C", "N", "H", "H", "H", "H", "H", "H", "H", "H", "H", "H", "H", "H", "H", "H", "H", "H", "H", "H", "H", "H", "H", "H", "H"], "xyz": [[3.675, 2.877, 0.054], [4.974, 2.160, -0.327], [6.199, 2.873, -0.075], [5.092, 1.176, -1.280], [3.953, 0.833, -1.776], [3.624, -0.121, -2.673], [4.598, -0.631, -3.253], [2.273, -0.563, -2.919], [1.136, -0.100, -2.377], [0.038, -0.790, -2.953], [-1.385, -0.447, -2.659], [-2.058, -0.196, -3.577], [-1.924, -0.434, -1.281], [-3.067, 0.303, -0.899], [-3.598, -0.011, 0.348], [-2.920, -0.806, 1.382], [-3.601, -0.877, 2.737], [-4.457, -2.226, 2.739], [-4.483, 0.329, 3.118], [-2.467, -0.987, 3.908], [-1.717, -1.521, 0.947], [-1.210, -1.230, -0.313], [0.600, -1.722, -3.898], [1.921, -1.620, -3.760], [3.856, 3.832, 0.613], [3.230, 3.059, -0.960], [2.996, 2.242, 0.625], [6.894, 2.300, -0.592], [6.441, 2.918, 1.037], [6.253, 3.910, -0.517], [6.000, 0.732, -1.560], [1.079, 0.719, -1.630], [-3.651, 1.015, -1.472], [-4.493, 0.500, 0.652], [-5.583, -2.125, 2.853], [-4.127, -2.907, 3.526], [-4.327, -2.698, 1.726], [-4.207, 1.200, 2.626], [-5.512, 0.126, 2.792], [-4.692, 0.561, 4.168], [-2.918, -1.028, 4.932], [-1.691, -0.229, 3.891], [-2.049, -1.991, 3.821], [-1.168, -2.138, 1.564], [-0.180, -1.621, -0.567], [0.030, -2.441, -4.515], [2.624, -2.203, -4.228]], "charge": 0, "gap_ev": 8.72, "lumo_ev": 0.365, "max_force_ev_per_a": 4.99, "homo_energy_ev": -8.36, "smiles": "CN(C)/C=N/C(=O)c1cc(C(=O)c2ccc(C(C)(C)C)cc2)c[nH]1"}

=====

# 2
{"formula": "C19H23N3O4", "method": "ωB97M-V with the def2-TZVPD basis set", "species": ["C", "C", "C", "C", "C", "C", "C", "N", "C", "O", "C", "O", "C", "O", "C", "N", "N", "C", "C", "O", "C", "C", "C", "C", "C", "C", "H", "H", "H", "H", "H", "H", "H", "H", "H", "H", "H", "H", "H", "H", "H", "H", "H", "H", "H", "H", "H", "H", "H"], "xyz": [[0.956, -0.897, 0.142], [1.938, 0.276, 0.042], [3.340, -0.189, -0.376], [4.089, -0.860, 0.767], [4.183, 0.120, 1.929], [2.804, 0.590, 2.393], [2.069, -0.460, 3.228], [1.999, 1.063, 1.265], [1.318, 2.211, 1.462], [1.399, 2.860, 2.488], [0.440, 2.758, 0.324], [-0.447, 1.787, -0.218], [-1.768, 1.965, -0.049], [-2.270, 2.929, 0.456], [-2.523, 0.775, -0.548], [-3.518, 0.438, 0.209], [-4.257, -0.614, -0.063], [-5.331, -0.890, 0.865], [-4.069, -1.477, -1.134], [-4.788, -2.446, -1.275], [-2.969, -1.096, -2.022], [-2.715, -1.866, -3.158], [-1.703, -1.511, -4.020], [-0.941, -0.372, -3.763], [-1.178, 0.398, -2.647], [-2.187, 0.042, -1.744], [1.373, -1.730, 0.697], [0.040, -0.577, 0.631], [0.705, -1.244, -0.857], [1.570, 0.933, -0.748], [3.238, -0.868, -1.223], [3.915, 0.679, -0.706], [3.578, -1.771, 1.078], [5.090, -1.142, 0.437], [4.699, -0.335, 2.776], [4.764, 0.989, 1.609], [2.935, 1.471, 3.031], [1.060, -0.117, 3.440], [2.590, -0.594, 4.173], [2.015, -1.423, 2.729], [-0.140, 3.587, 0.742], [1.075, 3.133, -0.487], [-6.281, -0.903, 0.332], [-5.326, -0.111, 1.621], [-5.182, -1.870, 1.321], [-3.335, -2.732, -3.334], [-1.503, -2.104, -4.899], [-0.159, -0.088, -4.452], [-0.589, 1.282, -2.466]], "charge": 0, "gap_ev": 8.92, "lumo_ev": -0.043, "max_force_ev_per_a": 1.22, "homo_energy_ev": -8.97, "smiles": "C[C@@H]1CCC[C@H](C)N1C(=O)COC(=O)c1nn(C)c(=O)c2ccccc12"}

=====

# 3
{"formula": "C19H23N5O2", "method": "ωB97M-V with the def2-TZVPD basis set", "species": ["C", "C", "C", "C", "N", "C", "C", "N", "C", "N", "C", "C", "C", "C", "C", "C", "H", "H", "H", "H", "H", "H", "H", "H", "H", "H", "H", "C", "N", "C", "O", "C", "C", "N", "C", "C", "O", "H", "H", "H", "H", "H", "H", "H", "H", "H", "H", "H", "H"], "xyz": [[-0.244, 6.591, -0.586], [-0.194, 5.466, 0.242], [-0.518, 4.205, -0.273], [-0.921, 4.058, -1.609], [-1.254, 2.836, -2.198], [-1.744, 1.682, -1.589], [-2.163, 1.450, -0.299], [-2.601, 0.128, -0.226], [-2.496, -0.477, -1.457], [-2.841, -1.726, -1.784], [-2.668, -2.078, -3.071], [-2.150, -1.201, -4.036], [-1.787, 0.097, -3.672], [-1.972, 0.457, -2.340], [-0.947, 5.191, -2.430], [-0.614, 6.453, -1.926], [0.013, 7.568, -0.190], [0.113, 5.566, 1.279], [-0.417, 3.340, 0.370], [-1.273, 2.831, -3.213], [-2.183, 2.179, 0.504], [-3.003, -0.329, 0.587], [-2.938, -3.085, -3.374], [-2.031, -1.542, -5.059], [-1.374, 0.794, -4.395], [-1.240, 5.099, -3.470], [-0.646, 7.324, -2.573], [2.952, -2.199, 4.828], [2.238, -2.509, 3.591], [2.302, -1.770, 2.473], [2.964, -0.741, 2.428], [1.501, -2.238, 1.234], [0.535, -1.158, 0.730], [0.722, -3.459, 1.474], [1.160, -4.716, 1.453], [2.585, -5.022, 1.038], [0.419, -5.625, 1.786], [2.761, -2.967, 5.579], [2.623, -1.230, 5.210], [4.024, -2.147, 4.630], [1.657, -3.333, 3.570], [2.225, -2.421, 0.440], [-0.203, -0.924, 1.499], [0.026, -1.505, -0.170], [1.091, -0.251, 0.487], [-0.255, -3.350, 1.698], [2.736, -6.100, 1.074], [3.283, -4.537, 1.717], [2.748, -4.674, 0.020]], "charge": 0, "gap_ev": 7.99, "lumo_ev": 0.621, "max_force_ev_per_a": 1.85, "homo_energy_ev": -7.37, "smiles": "c1ccc(Nc2c[nH]c3ncccc23)cc1.CNC(=O)[C@H](C)NC(C)=O"}

=====

# 4
{"formula": "C19H23N5O2S2", "method": "ωB97M-V with the def2-TZVPD basis set", "species": ["C", "O", "C", "C", "C", "C", "C", "C", "C", "C", "N", "N", "C", "S", "C", "C", "O", "N", "C", "N", "C", "C", "C", "S", "N", "C", "C", "C", "H", "H", "H", "H", "H", "H", "H", "H", "H", "H", "H", "H", "H", "H", "H", "H", "H", "H", "H", "H", "H", "H", "H"], "xyz": [[-1.237, 0.037, -3.294], [-0.141, -0.770, -2.924], [0.925, -0.174, -2.306], [1.937, -1.031, -1.879], [3.014, -0.536, -1.173], [3.113, 0.817, -0.879], [4.194, 1.353, 0.015], [3.634, 1.709, 1.400], [3.183, 0.481, 2.195], [1.948, -0.134, 1.645], [0.925, 0.500, 1.149], [0.011, -0.403, 0.769], [0.481, -1.592, 1.044], [-0.306, -3.122, 0.777], [-1.341, -2.770, -0.681], [-2.667, -2.096, -0.384], [-3.729, -2.654, -0.575], [-2.568, -0.817, 0.047], [-3.682, -0.064, 0.300], [-3.636, 1.158, 0.701], [-4.885, 1.676, 0.869], [-5.029, 3.085, 1.334], [-5.895, 0.813, 0.580], [-5.286, -0.724, 0.075], [1.717, -1.486, 1.611], [2.563, -2.555, 2.054], [2.132, 1.668, -1.365], [1.044, 1.189, -2.070], [-1.988, -0.648, -3.685], [-0.959, 0.753, -4.073], [-1.647, 0.572, -2.432], [1.850, -2.086, -2.093], [3.783, -1.219, -0.835], [4.996, 0.620, 0.121], [4.619, 2.258, -0.425], [4.407, 2.225, 1.973], [2.780, 2.377, 1.284], [2.982, 0.783, 3.228], [3.981, -0.264, 2.214], [-0.749, -2.171, -1.372], [-1.543, -3.751, -1.112], [-1.638, -0.407, 0.272], [-4.538, 3.206, 2.298], [-6.079, 3.348, 1.427], [-4.548, 3.759, 0.628], [-6.949, 0.990, 0.634], [3.554, -2.458, 1.608], [2.656, -2.546, 3.141], [2.121, -3.501, 1.742], [2.201, 2.727, -1.168], [0.289, 1.880, -2.407]], "charge": 0, "gap_ev": 8.34, "lumo_ev": 0.438, "max_force_ev_per_a": 1.12, "homo_energy_ev": -7.90, "smiles": "COc1ccc(CCCc2nnc(SCC(=O)Nc3nc(C)cs3)n2C)cc1"}

=====

# 5
{"formula": "C19H23N5O3", "method": "ωB97M-V with the def2-TZVPD basis set", "species": ["O", "C", "O", "C", "C", "C", "N", "N", "C", "C", "C", "C", "C", "C", "N", "C", "C", "N", "C", "C", "C", "C", "C", "C", "N", "C", "O", "H", "H", "H", "H", "H", "H", "H", "H", "H", "H", "H", "H", "H", "H", "H", "H", "H", "H", "H", "H", "H", "H", "H"], "xyz": [[2.122, 4.701, -1.024], [1.612, 5.425, -0.405], [0.975, 6.400, -0.837], [1.660, 5.581, 0.902], [0.630, 4.760, 1.569], [0.596, 3.458, 0.924], [1.156, 2.432, 1.466], [1.371, 1.311, 0.932], [1.880, 0.224, 1.291], [2.690, -0.222, 2.088], [3.118, -1.529, 2.275], [2.922, -2.560, 1.093], [1.964, -1.986, 0.083], [1.370, -0.737, 0.005], [0.681, 0.016, -0.762], [-0.045, -0.547, -2.133], [-1.303, -1.278, -1.639], [-0.867, -2.422, -0.776], [-1.088, -3.662, -1.503], [-2.587, -4.155, -1.494], [-3.378, -4.008, -0.247], [-3.178, -2.619, 0.409], [-1.504, -2.399, 0.630], [0.682, 1.239, -0.410], [-0.304, 2.115, -1.110], [-0.214, 3.268, -0.205], [-0.865, 4.245, -0.828], [0.727, 6.429, -1.838], [1.606, 6.672, 1.501], [2.513, 5.231, 1.519], [-0.260, 5.222, 1.383], [0.724, 4.742, 2.826], [2.925, 0.406, 3.071], [3.726, -1.834, 3.140], [3.490, -3.492, 1.000], [1.802, -2.815, -0.764], [0.071, 0.173, -2.662], [0.721, -1.212, -2.427], [-1.996, -0.556, -1.224], [-1.893, -1.658, -2.654], [-0.523, -3.613, -2.381], [-0.711, -4.538, -0.786], [-3.136, -3.334, -2.209], [-2.767, -5.036, -1.985], [-4.511, -4.357, -0.170], [-2.846, -4.666, 0.752], [-3.529, -2.627, 1.473], [-3.562, -1.857, -0.034], [-1.429, -1.343, 0.761], [-1.240, -2.990, 1.411]], "charge": 0, "gap_ev": 7.42, "lumo_ev": -0.137, "max_force_ev_per_a": 17.66, "homo_energy_ev": -7.56, "smiles": "O=C(O)CCc1nn2c3ccccc3n(CCN3CCCCC3)c2nc1=O"}